Record 1
Density functional theory data (wB97M-V/def2-TZVPD) for C27H24MnN9S as an isolated structure at a distorted geometry.

Calculated values
- DFT total energy: -83941.83945 eV
- Multiplicity: 5
- HOMO (alpha / beta): -13.3224 / -13.3009 eV
- ΔE to the lowest compared entry with this formula, charge and spin: 7.47 kcal per mole
- Total charge: +2
- Orbital gap (alpha / beta): 6.1 / 6.5 eV
- ⟨S²⟩: 6.058

Each line ends with the Mulliken spin population.
Positions of all 62 atoms, in Å:
Mn 0.263 -0.696 -0.532  3.969
C -2.573 2.945 -0.376  0.000
C -1.425 1.989 -0.450  -0.047
N -1.154 1.062 0.386  0.009
N -1.925 0.879 1.476  0.012
C -1.610 -0.076 2.389  0.005
N -2.411 -0.182 3.442  0.005
S -0.279 -1.081 2.197  0.063
C -0.523 2.050 -1.621  0.037
C -0.373 3.206 -2.370  0.003
C 0.449 3.189 -3.488  0.004
C 1.064 2.002 -3.850  -0.007
C 0.868 0.889 -3.052  0.028
N 0.115 0.912 -1.951  0.018
H -3.381 2.586 0.257  0.000
H -2.986 3.109 -1.371  0.000
H -2.255 3.916 0.011  0.000
H -2.744 1.450 1.619  0.000
H -3.175 0.447 3.638  0.000
H -2.194 -0.889 4.125  -0.001
H -0.886 4.112 -2.081  0.000
H 0.591 4.084 -4.078  0.000
H 1.678 1.928 -4.736  -0.001
H 1.306 -0.065 -3.322  0.007
N -3.996 -9.969 0.363  0.000
C -3.509 -8.937 0.235  0.000
C -2.895 -7.651 0.080  0.000
C -2.962 -6.722 1.116  0.000
C -2.368 -5.481 0.967  -0.001
C -1.704 -5.163 -0.211  0.002
C -1.635 -6.094 -1.244  -0.002
C -2.229 -7.334 -1.103  0.000
C -1.057 -3.835 -0.389  0.053
C -1.827 -2.798 -0.931  -0.021
C -3.130 -2.909 -1.434  0.035
C -3.457 -1.689 -2.014  0.004
C -2.352 -0.868 -1.845  0.015
N -1.359 -1.506 -1.181  -0.126
C 0.281 -3.714 -0.063  -0.016
C 1.135 -4.752 0.388  0.019
C 2.395 -4.213 0.520  0.001
C 2.286 -2.865 0.154  0.020
N 1.035 -2.545 -0.201  -0.050
H -3.477 -6.976 2.033  0.000
H -2.415 -4.758 1.773  0.000
H -1.112 -5.845 -2.160  0.000
H -2.180 -8.060 -1.903  0.000
H -3.735 -3.800 -1.392  0.002
H -4.375 -1.427 -2.514  0.000
H -2.250 0.143 -2.201  -0.005
H 0.833 -5.766 0.595  0.001
H 3.295 -4.716 0.832  0.000
H 3.083 -2.138 0.159  0.001
N 2.383 0.633 1.225  0.013
C 3.677 0.973 1.253  0.019
C 4.196 0.724 -0.003  0.000
C 3.126 0.217 -0.734  0.020
N 2.021 0.177 0.018  -0.085
H 1.722 0.634 1.989  0.003
H 4.145 1.360 2.143  0.001
H 5.205 0.875 -0.342  0.000
H 3.120 -0.116 -1.760  -0.007

Record 2
Density functional theory data (wB97M-V/def2-TZVPD) for C27H24MoN10O3S4 as an isolated structure.

Calculated values
- DFT total energy: -94615.95784 eV
- Multiplicity: 1
- HOMO (alpha / beta): -13.5245 / -13.5241 eV
- ΔE to the lowest compared entry with this formula, charge and spin: 0.00 kcal per mole
- Total charge: +2
- Orbital gap (alpha / beta): 6.8 / 6.8 eV

Each line ends with the natural charge from an NBO analysis.
Positions of all 69 atoms, in Å:
Mo 0.774 -0.384 -0.037  1.382
O 2.238 1.147 3.483  -0.459
C 1.898 0.951 2.356  0.665
N 1.425 -0.275 1.829  -0.709
C 1.647 -1.469 2.564  0.650
O 2.328 -1.588 3.537  -0.456
C 0.885 -2.616 1.966  0.091
C 0.661 -3.771 2.682  -0.181
C -0.167 -4.738 2.128  -0.113
C -0.744 -4.501 0.890  -0.203
C -0.445 -3.331 0.215  0.069
N 0.375 -2.410 0.740  -0.467
C 1.851 2.047 1.337  0.112
C 2.195 3.339 1.679  -0.176
C 2.088 4.327 0.715  -0.115
C 1.646 3.983 -0.554  -0.208
C 1.334 2.665 -0.821  0.080
N 1.429 1.710 0.109  -0.459
H 1.116 -3.880 3.657  0.271
H -0.372 -5.655 2.664  0.253
H -1.419 -5.213 0.438  0.254
H -0.863 -3.112 -0.758  0.242
H 2.528 3.541 2.688  0.272
H 2.347 5.352 0.947  0.252
H 1.544 4.726 -1.333  0.250
H 1.017 2.351 -1.799  0.213
N 5.744 0.212 -2.170  -0.580
N 4.789 -0.338 -1.346  0.203
N 4.968 -1.493 -0.754  -0.219
C 3.797 -1.684 -0.175  0.165
N 2.965 -0.664 -0.439  -0.316
N 3.620 0.197 -1.193  -0.038
H 6.650 -0.151 -1.893  0.410
H 5.733 1.223 -2.081  0.398
H 3.553 -2.548 0.418  0.243
O -0.935 -0.003 -0.582  -0.640
C -2.183 0.485 0.033  0.121
C -2.816 1.484 -0.920  -0.167
C -2.246 2.227 -1.913  -0.298
C -3.166 3.099 -2.553  -0.263
C -4.413 3.008 -2.020  -0.387
S -4.486 1.864 -0.756  0.517
C -1.849 1.114 1.366  -0.285
C -1.307 0.488 2.455  -0.259
C -1.027 1.380 3.521  -0.253
C -1.368 2.663 3.217  -0.400
S -2.029 2.799 1.649  0.521
C -3.041 -0.753 0.162  -0.248
C -3.517 -1.380 1.276  -0.223
C -4.240 -2.567 0.968  -0.254
C -4.289 -2.817 -0.367  -0.389
S -3.482 -1.611 -1.271  0.453
H -1.206 2.153 -2.181  0.208
H -2.912 3.770 -3.362  0.240
H -5.298 3.556 -2.305  0.264
H -1.160 -0.581 2.511  0.224
H -0.611 1.081 4.474  0.252
H -1.290 3.534 3.849  0.262
H -3.391 -0.994 2.276  0.245
H -4.720 -3.192 1.708  0.247
H -4.789 -3.630 -0.871  0.259
N -0.601 0.006 -3.669  -0.756
C 0.459 -0.786 -3.653  0.376
N 1.157 -0.989 -4.760  -0.736
S 0.923 -1.625 -2.226  -0.120
H -0.913 0.472 -4.507  0.418
H -1.183 0.069 -2.847  0.446
H 0.840 -0.669 -5.662  0.418
H 1.953 -1.605 -4.729  0.435

Record 3
Density functional theory data (wB97M-V/def2-TZVPD) for C27H25AsF4N10O2RhSe as an isolated structure at a distorted geometry.

Calculated values
- DFT total energy: -187437.55974 eV
- Multiplicity: 5
- HOMO (alpha / beta): -9.1298 / -10.8486 eV
- ΔE to the lowest compared entry with this formula, charge and spin: 290.93 kcal per mole
- Total charge: +1
- Orbital gap (alpha / beta): 4.1 / 5.1 eV
- ⟨S²⟩: 6.095

Each line ends with the Mulliken spin population.
Positions of all 71 atoms, in Å:
Rh 0.373 1.414 -1.199  1.681
O 2.014 1.414 -1.199  0.985
C 0.819 5.183 0.920  0.000
As 1.633 4.110 -0.513  0.018
C 2.832 2.693 0.140  0.096
C 2.395 5.183 -1.974  0.003
O 0.373 3.306 -1.199  0.032
H 1.609 5.763 1.440  -0.001
H 0.316 4.511 1.645  0.001
H 0.075 5.880 0.482  0.000
H 3.718 3.154 0.622  0.029
H 3.160 2.065 -0.713  -0.020
H 2.293 2.065 0.878  -0.011
H 3.260 5.763 -1.592  0.001
H 1.624 5.880 -2.361  0.000
H 2.730 4.511 -2.790  -0.001
C 1.582 0.770 1.287  0.082
N 1.592 0.764 2.743  0.013
C 0.422 0.044 3.224  0.000
N -0.796 0.683 2.745  0.014
C -0.789 0.689 1.289  -0.064
N 0.373 1.414 0.794  0.242
C 0.327 2.783 1.289  -0.041
N 0.328 2.792 2.745  0.011
C 1.537 2.138 3.225  0.000
C -0.834 2.057 3.227  -0.005
H 1.658 -0.255 0.898  -0.055
H 2.475 1.279 0.898  -0.008
H 0.425 -0.005 4.322  -0.001
H 0.458 -1.006 2.903  0.003
H -1.715 1.135 0.901  0.033
H -0.795 -0.339 0.900  -0.007
H -0.561 3.302 0.902  0.021
H 1.176 3.362 0.900  -0.031
H 1.579 2.162 4.322  0.000
H 2.429 2.694 2.903  0.003
H -1.761 2.551 2.907  -0.001
H -0.875 2.078 4.324  0.000
Se -2.299 3.379 -0.772  -0.004
N -1.579 1.768 -1.110  -0.079
C -2.520 0.842 -1.294  -0.037
C -2.242 -0.492 -1.572  0.019
C -3.315 -1.375 -1.746  0.036
C -4.639 -0.907 -1.639  -0.028
C -4.893 0.445 -1.357  0.039
C -3.810 1.306 -1.188  -0.009
N -3.919 2.615 -0.917  0.096
H -1.218 -0.836 -1.651  -0.063
H -3.118 -2.416 -1.962  0.001
H -5.463 -1.593 -1.774  0.000
H -5.907 0.813 -1.273  0.000
F 0.794 -2.795 -3.099  -0.003
C 0.654 -3.834 -2.253  -0.054
C -0.006 -4.934 -2.646  0.098
F -0.542 -4.991 -3.880  0.008
C -0.093 -6.105 -1.756  -0.030
C 0.966 -6.191 -0.728  0.119
C 1.640 -5.091 -0.346  -0.042
F 2.620 -5.181 0.573  -0.005
C 1.303 -3.784 -0.930  0.254
C 1.513 -2.609 -0.285  0.088
C 0.939 -1.404 -0.785  0.116
N 0.373 -0.481 -1.199  0.024
C 2.154 -2.523 0.985  -0.019
N 2.668 -2.445 2.022  0.044
F 1.279 -7.388 -0.197  0.010
C -1.089 -7.021 -1.867  0.221
C -1.216 -8.119 -0.967  -0.022
N -1.340 -8.996 -0.219  0.113
C -2.143 -6.884 -2.821  -0.026
N -3.012 -6.758 -3.578  0.111